No. 1
Entry from the Open Molecules 2025 dataset: 8 unconnected molecules or ions with the total composition C35H91N5O13 at a distorted geometry (ωB97M-V/def2-TZVPD).

Each line ends with the Löwdin charge.
Positions of all 144 atoms, in Å:
C1 -0.221066 1.364063 -0.183329  -0.119
O1 -0.256461 2.720826 0.253531  -0.202
C2 0.378654 3.573128 -0.747574  -0.141
C3 -0.077181 5.079192 -0.368669  -0.191
N1 0.071517 5.913826 -1.551221  -0.058
C4 -0.507756 7.240057 -1.352847  -0.233
C5 -0.107492 8.054095 -0.138780  -0.210
O2 1.334565 8.233801 -0.141344  -0.203
C6 1.812973 9.340653 -0.928351  -0.095
H1 -0.728363 0.725517 0.539865  0.079
H2 0.775866 0.930263 -0.261022  0.054
H3 -0.763798 1.254706 -1.122254  0.085
H4 -0.001946 3.469614 -1.763715  0.102
H5 1.466830 3.552988 -0.687878  0.117
H6 0.602355 5.414621 0.414804  0.106
H7 -1.101481 5.108476 0.002860  0.111
H8 1.049595 6.065778 -1.752122  0.109
H9 -1.593877 7.188907 -1.276590  0.117
H10 -0.363273 7.910407 -2.200124  0.107
H11 -0.425224 7.545626 0.771498  0.103
H12 -0.680843 8.980602 -0.169490  0.119
H13 1.462885 9.221207 -1.953673  0.075
H14 2.883040 9.158147 -1.027050  0.086
H15 1.596394 10.329546 -0.524293  0.086
C7 3.045512 -0.122395 1.019864  -0.091
O3 3.469543 -1.416886 0.536934  -0.229
C8 4.833823 -1.516115 0.075593  -0.185
C9 5.013972 -2.940114 -0.448668  -0.206
N2 4.189123 -3.212681 -1.644913  -0.027
C10 4.118911 -4.658479 -1.870759  -0.200
C11 3.240892 -4.993422 -3.131714  -0.165
O4 1.890520 -5.053957 -2.611136  -0.233
C12 0.953422 -5.497089 -3.642344  -0.073
H16 2.053563 -0.159173 1.470188  0.083
H17 3.001367 0.617517 0.220693  0.076
H18 3.733188 0.312299 1.745292  0.081
H19 5.482313 -1.432016 0.947655  0.107
H20 5.093730 -0.742203 -0.646628  0.125
H21 4.947931 -3.651292 0.374715  0.103
H22 6.042182 -3.031290 -0.798775  0.118
H23 3.261567 -2.928873 -1.363461  0.059
H24 3.787847 -5.299579 -1.053762  0.121
H25 5.114168 -5.054778 -2.072038  0.113
H26 3.522267 -5.988440 -3.476487  0.117
H27 3.415808 -4.256946 -3.916001  0.123
H28 1.091014 -4.966379 -4.584425  0.085
H29 -0.088303 -5.395805 -3.337948  0.049
H30 1.093233 -6.532490 -3.952994  0.092
C13 2.813416 0.986419 9.491156  -0.073
O5 3.220274 0.891897 8.101695  -0.192
C14 3.638245 -0.351847 7.708618  -0.272
C15 3.736282 -0.368828 6.169132  -0.200
N3 4.179612 -1.664501 5.643434  -0.061
C16 4.358189 -1.578140 4.216320  -0.228
C17 4.781109 -2.971224 3.673942  -0.179
O6 3.735504 -3.958309 3.721894  -0.173
C18 2.734110 -3.761762 2.741032  -0.104
H31 3.696999 0.825296 10.108760  0.083
H32 2.001248 0.323940 9.790478  0.084
H33 2.463826 2.014701 9.583496  0.085
H34 2.966320 -1.188620 7.899469  0.117
H35 4.570332 -0.548026 8.238560  0.124
H36 4.467212 0.405799 5.937209  0.118
H37 2.800910 -0.061807 5.701245  0.118
H38 3.477969 -2.361726 5.847561  0.112
H39 5.163508 -0.917480 3.895243  0.119
H40 3.446085 -1.166280 3.784436  0.093
H41 5.750241 -3.203321 4.115545  0.123
H42 5.083388 -2.942631 2.627085  0.085
H43 2.197039 -2.820319 2.856525  0.080
H44 1.985256 -4.550607 2.812060  0.092
H45 3.095811 -3.638550 1.720201  0.060
C19 -2.440453 -4.537965 -4.396737  -0.078
O7 -2.920702 -3.231655 -4.700016  -0.198
C20 -2.162299 -2.126625 -4.249865  -0.214
C21 -3.080101 -0.897758 -4.449761  -0.198
N4 -4.367875 -1.052962 -3.716818  -0.053
C22 -5.217774 0.163269 -3.910267  -0.172
C23 -6.566324 -0.004731 -3.115695  -0.200
O8 -7.165269 -1.198387 -3.630132  -0.210
C24 -8.407611 -1.570117 -3.134013  -0.116
H46 -1.546138 -4.685087 -5.002262  0.078
H47 -3.206761 -5.212426 -4.778805  0.094
H48 -2.299751 -4.653880 -3.322091  0.071
H49 -1.318462 -1.955189 -4.918192  0.110
H50 -1.763391 -2.216215 -3.239449  0.104
H51 -3.132507 -0.709612 -5.522130  0.113
H52 -2.644519 0.005070 -4.021670  0.093
H53 -4.860979 -1.914376 -3.903675  0.099
H54 -5.454459 0.213389 -4.973084  0.112
H55 -4.773778 1.095920 -3.562223  0.111
H56 -7.131850 0.922069 -3.212261  0.111
H57 -6.465177 -0.043216 -2.031075  0.108
H58 -9.011873 -0.672040 -3.262206  0.085
H59 -8.351355 -1.794842 -2.068914  0.086
H60 -8.794756 -2.407940 -3.713893  0.092
C25 -3.167386 -0.713522 -0.394321  -0.051
O9 -3.182837 0.271240 0.687594  -0.222
C26 -4.322500 1.072459 0.797808  -0.233
C27 -4.070193 1.928496 2.032442  -0.227
N5 -3.135019 2.993683 1.746344  -0.046
C28 -2.847895 3.645985 3.012004  -0.220
C29 -2.010472 4.887961 2.848680  -0.207
O10 -1.544454 5.261405 4.146045  -0.196
C30 -0.328056 5.939109 4.184266  -0.123
H61 -2.126868 -1.007273 -0.532619  0.057
H62 -3.601959 -0.316213 -1.311585  0.065
H63 -3.659670 -1.625031 -0.055327  0.086
H64 -5.085345 0.355094 1.100399  0.117
H65 -4.632746 1.645864 -0.075725  0.124
H66 -3.742371 1.328343 2.881226  0.120
H67 -5.028518 2.365706 2.312723  0.118
H68 -2.300492 2.641518 1.299507  0.082
H69 -2.303336 2.941864 3.641102  0.126
H70 -3.775520 3.969844 3.483966  0.125
H71 -2.655581 5.689765 2.489441  0.129
H72 -1.156541 4.595543 2.237628  0.099
H73 0.432982 5.449381 3.576749  0.080
H74 0.061751 6.034506 5.197693  0.089
H75 -0.497176 6.917631 3.734812  0.080
C31 -1.306177 -5.900063 -0.694545  -0.092
C32 -1.550365 -4.743061 0.244624  -0.337
O11 -0.504959 -4.714370 1.149279  -0.071
H76 -0.346129 -5.801222 -1.201152  0.050
H77 -2.183428 -6.067991 -1.319303  0.069
H78 -1.195739 -6.844440 -0.161588  0.081
H79 -2.555830 -4.969484 0.599427  0.115
H80 -1.551976 -3.806346 -0.312742  0.094
H81 0.278731 -4.372187 0.713004  0.038
C33 1.179084 0.263188 -3.450969  -0.083
C34 0.428396 1.191480 -4.397974  -0.354
O12 1.181914 1.253658 -5.523457  -0.048
H82 1.385092 -0.673822 -3.968351  0.073
H83 0.547368 -0.021342 -2.609497  0.037
H84 2.171655 0.658384 -3.234801  0.087
H85 0.248942 2.159068 -3.929286  0.109
H86 -0.564180 0.774447 -4.568194  0.091
H87 1.108864 0.445464 -6.036380  0.096
C35 0.896342 -2.102476 -0.835181  -0.146
O13 1.280528 -3.427414 -0.536024  -0.116
H88 0.045942 -2.035420 -1.513731  0.060
H89 0.522191 -1.523050 0.008851  0.081
H90 1.629114 -1.461629 -1.325531  0.062
H91 1.342594 -3.918959 -1.358300  0.042

Cartesian forces, eV/Å:
C -0.39 -0.26 0.51
O 1.03 -0.16 -1.51
C -1.89 2.44 1.84
C 1.46 -1.58 -0.53
N -0.48 0.85 -0.01
C -0.82 0.57 -0.03
C 1.02 -0.40 -0.32
O -0.80 0.77 0.46
C 0.08 -1.58 -0.25
H -0.25 0.35 0.21
H 0.33 0.44 -0.30
H 0.07 0.01 -0.24
H 0.02 -0.75 0.00
H 0.05 -0.47 -0.12
H -0.15 0.06 0.45
H -0.02 -0.20 -0.22
H 0.24 -0.19 0.03
H -0.28 -0.48 -0.10
H 0.35 -0.45 -0.46
H 0.52 -0.03 0.23
H 0.28 0.40 -0.01
H -0.40 0.42 -0.13
H 0.09 0.36 0.38
H -0.12 -0.10 0.13
C 0.77 -0.24 -0.51
O -0.14 0.93 0.12
C -0.86 -0.69 0.80
C 0.73 0.84 -1.10
N -0.13 -0.70 1.32
C 0.04 -0.25 -1.96
C 0.50 -0.26 2.46
O -0.82 -0.29 -2.11
C 0.46 0.12 -0.06
H 0.10 -0.53 -0.04
H -0.02 -0.06 -0.42
H 0.21 -0.30 0.29
H 0.28 0.30 0.08
H -0.17 0.01 -0.22
H -0.60 -0.18 0.08
H 0.33 0.11 0.13
H -0.34 0.13 -0.07
H -0.50 0.31 0.42
H 0.33 0.31 -0.20
H -0.08 -0.09 -0.21
H -0.43 0.14 -0.02
H 0.09 0.60 0.12
H 0.38 0.22 0.40
H 0.33 -0.34 0.56
C 0.63 0.60 -1.25
O -1.74 0.98 1.16
C 0.24 -1.25 -1.16
C 1.04 0.06 0.69
N 0.57 1.01 0.76
C 0.17 -1.38 -0.62
C -0.98 0.81 -1.29
O 0.85 0.07 0.68
C -0.35 0.63 -0.14
H -0.05 -0.05 0.28
H 0.04 -0.31 -0.32
H 0.10 -0.08 0.24
H -0.55 0.02 0.81
H 0.45 -0.50 -0.42
H 0.18 -0.08 -0.44
H -0.41 0.18 0.24
H -0.08 -0.21 -0.07
H 0.19 0.31 0.53
H -0.20 -0.18 -0.65
H -0.59 -0.89 0.95
H -0.21 0.65 -0.44
H -0.16 0.25 0.52
H 0.33 -0.15 0.05
H 0.45 -0.58 -0.08
C -0.34 1.05 -0.82
O -0.33 -0.07 0.44
C -0.65 0.78 -0.82
C -0.53 -0.74 1.42
N 1.01 1.72 -0.08
C -1.26 -2.06 1.01
C 0.87 -0.44 -0.77
O 1.48 0.40 -0.51
C -0.19 1.17 0.27
H 0.38 -0.37 0.36
H 0.04 -0.09 0.26
H 0.22 -0.19 0.01
H 0.47 -0.19 -0.10
H -0.33 -0.24 0.32
H -0.53 -0.11 -0.33
H 0.43 -0.05 0.05
H -0.06 0.19 -0.40
H -0.25 0.54 -0.14
H 0.52 -0.20 -0.05
H -0.69 -0.05 -0.78
H 0.61 -0.56 0.24
H -0.91 -0.24 0.13
H -0.12 -0.28 0.17
H 0.09 0.10 0.11
C 0.04 0.81 1.36
O 1.50 -0.73 -1.84
C -0.24 -1.19 1.96
C -0.49 0.39 -1.24
N -0.79 0.63 0.22
C 0.38 0.11 -0.27
C 0.38 -0.26 1.00
O -0.44 -0.87 0.55
C 0.01 0.48 -0.84
H 0.10 0.28 -0.17
H -0.01 -0.15 -0.03
H -0.48 0.02 -0.15
H -0.93 0.21 -0.31
H 0.32 0.05 -0.22
H 0.04 -0.50 0.01
H -0.09 0.20 0.11
H 0.24 -0.06 0.10
H -0.03 0.07 0.61
H -0.15 -0.44 0.14
H 0.40 0.17 -0.69
H 0.06 0.56 -0.44
H 0.18 -0.26 -0.08
H -0.38 -0.05 0.03
H 0.38 0.49 0.14
C 0.04 -0.71 -0.28
C 0.36 -0.80 -1.59
O -0.37 -0.11 2.10
H -0.25 0.17 -0.51
H 0.25 0.17 -0.66
H -0.09 0.10 0.51
H 0.21 0.65 1.18
H -0.43 0.22 -0.19
H 0.19 0.30 -0.41
C -0.51 -0.36 -0.01
C -0.56 -1.42 2.09
O 0.94 1.31 -2.49
H -0.12 -0.18 -0.23
H 0.42 0.32 0.40
H -0.22 0.18 0.56
H 0.39 0.28 -0.36
H -0.27 -0.05 -0.20
H -0.07 -0.03 0.12
C -0.90 0.91 -0.55
O -0.10 0.99 0.69
H -0.32 -0.57 -0.34
H 0.40 -0.55 0.62
H 0.66 -0.40 0.18
H 0.17 -0.48 -0.55

The total charge is 0. Its energy above the lowest of the compared OMol25 structures with the same formula, charge and spin is 222.0 kJ/mol. As for the HOMO energy: -0.3141 Eh. As for the SMILES: COCCNCCOC.COCCNCCOC.COCCNCCOC.COCCNCCOC.COCCNCCOC.CCO.CCO.CO. Its spin multiplicity is 1.

No. 2
Entry from the Open Molecules 2025 dataset: a molecular structure, C15H15IOPdS (ωB97M-V/def2-TZVPD).

Each line ends with the Löwdin charge.
Positions of all 34 atoms, in Å:
Pd1 -0.934513 0.513246 -0.449356  0.621
I1 -1.578185 -2.113838 -1.042220  1.106
C1 0.316057 -2.289537 -1.875671  -0.603
C2 0.585259 -3.488091 -2.637567  -0.154
C3 1.827641 -3.677324 -3.120464  -0.060
C4 2.866726 -2.701664 -2.881590  0.019
C5 2.617456 -1.528110 -2.160256  -0.186
C6 3.606523 -0.579267 -1.913812  0.011
C7 3.341200 0.615389 -1.168374  -0.064
C8 2.097353 0.861206 -0.691190  -0.107
C9 1.071828 -0.101175 -0.960199  -0.128
C10 1.274090 -1.287522 -1.637898  -0.281
H1 -0.203309 -4.206798 -2.808257  0.093
H2 2.061318 -4.562980 -3.694881  0.115
H3 3.859731 -2.877789 -3.271351  0.117
H4 4.605623 -0.760188 -2.286961  0.119
H5 4.147610 1.313769 -0.988674  0.113
H6 1.879785 1.753051 -0.119314  0.097
C11 -3.184608 0.616005 1.991328  -0.027
C12 -1.870519 1.264440 2.440012  -0.675
C13 -1.948230 2.791587 2.293275  -0.004
C14 -1.470928 0.849494 3.844657  -0.019
O1 -0.855817 0.842356 1.547948  -0.117
H7 -3.975316 0.926606 2.674596  0.104
H8 -3.106365 -0.470481 2.024304  0.086
H9 -3.458260 0.933334 0.983173  0.072
H10 -2.736878 3.151863 2.954034  0.106
H11 -2.190751 3.073614 1.269666  0.060
H12 -1.008621 3.257599 2.585237  0.098
H13 -2.207913 1.203873 4.565559  0.099
H14 -0.502732 1.274035 4.106999  0.096
H15 -1.408217 -0.235387 3.922802  0.095
S1 -2.007712 3.415395 -2.131199  0.891
C15 -1.509330 2.223295 -1.364351  -0.692

Cartesian forces, eV/Å:
Pd -0.14 -0.09 -0.22
I -0.11 0.03 0.11
C 0.12 -0.11 -0.10
C 0.02 0.08 0.04
C 0.06 0.05 0.01
C -0.06 -0.07 -0.02
C -0.16 0.00 0.05
C -0.02 0.08 0.05
C 0.05 -0.05 -0.04
C -0.02 -0.07 -0.04
C 0.01 0.07 0.06
C 0.23 -0.08 -0.09
H 0.00 0.00 0.00
H -0.01 0.00 0.00
H 0.00 0.00 0.00
H 0.00 0.00 0.00
H -0.01 0.01 0.01
H 0.01 0.00 0.00
C -0.04 0.07 0.06
C 0.04 -0.20 -0.24
C -0.01 0.06 0.04
C -0.01 0.01 0.10
O 0.04 0.21 0.11
H -0.01 -0.02 -0.02
H 0.01 0.00 0.00
H 0.01 0.00 -0.01
H 0.02 0.01 0.00
H -0.01 -0.01 0.00
H 0.01 -0.01 -0.01
H -0.01 0.00 -0.01
H 0.00 0.00 -0.01
H 0.00 0.00 -0.02
S 0.09 0.03 -0.09
C -0.12 0.01 0.27

The total charge is +1. As for the HOMO energy (spin up / spin down): -0.3128 / -0.4482 Eh. Its spin multiplicity is 6. As for the expectation value of S²: 8.80.

No. 3
Entry from the Open Molecules 2025 dataset: a molecular structure, CHBeO2 at a distorted geometry (ωB97M-V/def2-TZVPD).

Each line ends with the Löwdin charge.
Positions of all 5 atoms, in Å:
O1 0.796821 0.021400 -1.217551  0.275
C1 -0.298284 -0.350000 -0.763574  0.067
O2 -0.324141 0.009116 0.470009  0.014
Be1 -1.206598 -0.169853 1.551513  1.257
H1 1.032202 0.489337 -0.040397  0.388

Cartesian forces, eV/Å:
O -0.87 0.12 1.61
C 4.07 1.32 -1.97
O -3.04 -0.57 2.82
Be -1.09 -0.08 1.62
H 0.93 -0.79 -4.08

The total charge is +2. Its energy above the lowest of the compared OMol25 structures with the same formula, charge and spin is 141.2 kJ/mol. As for the HOMO energy (spin up / spin down): -0.9001 / -0.9362 Eh. Its spin multiplicity is 2. As for the expectation value of S²: 0.76.

No. 4
Entry from the Open Molecules 2025 dataset: 2 unconnected molecules or ions with the total composition CH5OS (ωB97M-V/def2-TZVPD).

Each line ends with the Löwdin charge.
Positions of all 8 atoms, in Å:
S1 1.231619 -1.248145 -0.158353  -0.155
H1 1.553728 -2.229018 -1.006330  -0.462
C1 -1.250327 1.546510 0.737782  -0.226
O1 -1.146341 0.739174 -0.401977  -0.218
H2 -1.506026 2.566766 0.452696  0.055
H3 -2.025255 1.166345 1.422316  0.063
H4 -0.319457 1.558954 1.317477  0.070
H5 -0.256274 0.303722 -0.397883  -0.127

Cartesian forces, eV/Å:
S 0.31 0.05 0.38
H -0.06 0.00 -0.20
C 0.09 -0.37 0.28
O 0.26 0.25 -0.04
H -0.05 0.24 0.05
H -0.02 0.09 -0.12
H -0.01 0.11 -0.09
H -0.52 -0.37 -0.26

The total charge is -1. Its energy above the lowest of the compared OMol25 structures with the same formula, charge and spin is 28.2 kJ/mol. As for the HOMO energy: -0.1029 Eh. Its spin multiplicity is 1.